Below is C28H33F6N5O4PRhS6 as an isolated structure, with properties calculated with ωB97M-V/def2-TZVPD.

Last column: Löwdin charge in e.
Element x y z (Å)
Rh -0.075 -0.295 0.037  0.64
S -1.049 1.419 1.581  0.72
C -1.495 0.709 3.068  -0.68
C -1.965 1.533 4.117  -0.12
C -2.314 0.997 5.326  -0.07
C -2.207 -0.393 5.562  -0.08
C -1.750 -1.216 4.578  -0.12
C -1.393 -0.695 3.302  -0.67
S -0.833 -1.749 2.114  0.79
H -2.031 2.600 3.945  0.10
H -2.665 1.649 6.116  0.11
H -2.478 -0.801 6.527  0.10
H -1.648 -2.281 4.745  0.10
N 3.639 -0.744 -0.800  0.12
C 3.046 0.387 -1.257  -0.69
N 1.750 0.631 -1.242  0.02
C 1.494 1.862 -1.845  -0.34
C 2.571 2.523 -2.309  -0.34
S 3.996 1.618 -2.013  1.10
C 0.104 2.300 -1.960  -0.36
C -0.373 3.334 -2.684  -0.34
S -2.086 3.423 -2.522  1.07
C -2.048 2.041 -1.486  -0.72
N -0.852 1.553 -1.296  -0.05
N -3.177 1.506 -0.947  0.09
H 3.096 -1.227 -0.094  0.06
H 4.610 -0.640 -0.536  0.07
H 2.607 3.492 -2.778  0.08
H 0.164 4.037 -3.299  0.08
H -3.983 2.107 -0.896  0.10
H -2.990 0.995 -0.090  0.03
C 1.121 -2.834 -2.173  -0.10
C -0.187 -3.408 -1.612  -0.67
C -0.588 -4.577 -2.513  -0.08
C 0.084 -3.943 -0.202  -0.12
P -1.388 -1.926 -1.515  1.13
C -1.387 -1.437 -3.290  -0.34
C -2.112 -2.101 -4.282  -0.11
C -2.034 -1.708 -5.611  -0.07
C -1.220 -0.645 -5.980  -0.08
C -0.465 0.000 -5.013  -0.06
C -0.547 -0.399 -3.687  -0.11
C -3.192 -2.449 -1.161  -0.66
C -4.149 -1.529 -1.939  -0.10
C -3.541 -3.909 -1.453  -0.09
C -3.475 -2.220 0.329  -0.15
H 1.920 -3.560 -2.003  0.10
H 1.417 -1.901 -1.691  0.03
H 1.053 -2.647 -3.245  0.09
H 0.301 -5.198 -2.667  0.09
H -0.921 -4.250 -3.499  0.07
H -1.349 -5.211 -2.070  0.06
H 0.760 -4.800 -0.272  0.09
H -0.828 -4.277 0.300  0.07
H 0.568 -3.202 0.434  0.01
H -2.744 -2.942 -4.033  0.09
H -2.609 -2.239 -6.359  0.11
H -1.166 -0.336 -7.016  0.10
H 0.192 0.816 -5.286  0.11
H 0.080 0.081 -2.952  0.06
H -4.280 -1.830 -2.976  0.07
H -3.824 -0.488 -1.934  0.05
H -5.128 -1.581 -1.456  0.09
H -3.372 -4.204 -2.487  0.07
H -4.607 -4.044 -1.243  0.09
H -2.992 -4.591 -0.804  0.07
H -3.254 -1.198 0.646  0.05
H -2.898 -2.893 0.963  0.03
H -4.535 -2.416 0.516  0.09
F 1.572 -2.317 4.292  0.13
C 2.707 -2.147 3.618  -0.68
F 3.711 -2.084 4.481  0.15
F 2.887 -3.189 2.807  0.14
S 2.581 -0.586 2.625  0.60
O 1.903 -0.997 1.392  -0.46
O 1.902 0.372 3.442  -0.25
N 4.109 -0.375 2.346  -0.30
S 4.672 0.970 1.721  0.59
O 3.649 1.852 1.233  -0.29
O 5.784 0.645 0.871  -0.30
C 5.436 1.847 3.188  -0.66
F 4.693 2.900 3.511  0.14
F 5.527 1.048 4.247  0.14
F 6.656 2.266 2.865  0.14

HOMO-LUMO gap (spin up / spin down), Eh: 0.283 / 0.216
Spin multiplicity: 5
Energy relative to the best compared isomer or geometry (same formula, charge and spin), eV: 0.678
Total energy, a.u.: -5101.7502